Below is a 2-piece molecular cluster, C32H22F4O4S2 overall, with properties calculated with ωB97M-V with the def2-TZVPD basis set.

Results
**Maximum force**: 2.2 eV/A
**Molar mass**: 610.650 g/mol
**Energy**: -2729.2345 Ha
**ΔE to the lowest compared entry with this formula, charge and spin**: 132.5 kJ/mol
**Frontier orbital gap**: 4.402 eV

Last columns: bonded neighbours and bond lengths (Å).
Geometry (Å):
1 F -3.09 3.83 -3.47  C2 1.379
2 C -2.81 2.49 -3.27  F1 1.379, C3 1.395, C17 1.388
3 C -3.78 1.56 -3.63  C2 1.395, C4 1.398, H18 1.087
4 C -3.46 0.21 -3.44  C3 1.398, F5 1.378, C6 1.383
5 F -4.40 -0.74 -3.76  C4 1.378
6 C -2.23 -0.20 -2.94  C4 1.383, C7 1.431, H19 1.090
7 C -1.23 0.77 -2.63  C6 1.431, C8 1.429, C17 1.423
8 C 0.06 0.30 -2.23  C7 1.429, C9 1.421, H20 1.096
9 C 1.30 0.72 -2.79  C8 1.421, C10 1.434, C16 1.428
10 C 2.38 -0.22 -2.89  C9 1.434, C11 1.380, H21 1.086
11 C 3.62 0.18 -3.33  C10 1.380, F12 1.378, C13 1.396
12 F 4.61 -0.75 -3.50  C11 1.378
13 C 3.92 1.52 -3.62  C11 1.396, C14 1.395, H22 1.086
14 C 2.85 2.41 -3.59  C13 1.395, F15 1.378, C16 1.387
15 F 3.10 3.73 -3.89  C14 1.378
16 C 1.55 2.04 -3.27  C9 1.428, C14 1.387, H23 1.084
17 C -1.58 2.14 -2.73  C2 1.388, C7 1.423, H24 1.089
18 H -4.75 1.86 -4.02  C3 1.087
19 H -2.00 -1.26 -2.82  C6 1.090
20 H 0.07 -0.64 -1.66  C8 1.096
21 H 2.19 -1.27 -2.66  C10 1.086
22 H 4.93 1.84 -3.87  C13 1.086
23 H 0.74 2.75 -3.36  C16 1.084
24 H -0.90 2.91 -2.38  C17 1.089
25 C 0.23 3.93 2.10  C26 1.402, C49 1.400, H50 1.091
26 C -0.94 3.49 1.46  C25 1.402, C27 1.390, H51 1.093
27 C -0.94 2.26 0.82  C26 1.390, C28 1.426, H52 1.086
28 C 0.20 1.40 0.87  C27 1.426, C29 1.450, C48 1.425
29 C 0.07 -0.02 0.60  C28 1.450, S30 1.798, S39 1.805
30 S 1.54 -1.00 0.93  C29 1.798, C31 1.800, O37 1.455, O38 1.450
31 C 1.40 -2.74 0.47  S30 1.800, C32 1.398, C36 1.393
32 C 1.73 -3.71 1.42  C31 1.398, C33 1.397, H53 1.088
33 C 1.57 -5.06 1.12  C32 1.397, C34 1.398, H54 1.092
34 C 1.14 -5.44 -0.16  C33 1.398, C35 1.398, H55 1.090
35 C 0.91 -4.47 -1.13  C34 1.398, C36 1.397, H56 1.093
36 C 1.05 -3.12 -0.82  C31 1.393, C35 1.397, H57 1.085
37 O 2.57 -0.48 0.04  S30 1.455
38 O 1.77 -1.01 2.36  S30 1.450
39 S -1.42 -0.79 1.27  C29 1.805, C40 1.810, O46 1.446, O47 1.452
40 C -1.53 -0.61 3.07  S39 1.810, C41 1.397, C45 1.402
41 C -0.84 -1.48 3.91  C40 1.397, C42 1.396, H58 1.087
42 C -0.96 -1.38 5.29  C41 1.396, C43 1.395, H59 1.092
43 C -1.82 -0.43 5.85  C42 1.395, C44 1.398, H60 1.089
44 C -2.51 0.46 5.02  C43 1.398, C45 1.397, H61 1.092
45 C -2.37 0.37 3.63  C40 1.402, C44 1.397, H62 1.089
46 O -2.57 -0.12 0.70  S39 1.446
47 O -1.24 -2.22 1.05  S39 1.452
48 C 1.43 2.02 1.24  C28 1.425, C49 1.392, H63 1.087
49 C 1.42 3.22 1.94  C25 1.400, C48 1.392, H64 1.094
50 H 0.22 4.86 2.68  C25 1.091
51 H -1.85 4.09 1.48  C26 1.093
52 H -1.81 1.94 0.25  C27 1.086
53 H 2.08 -3.40 2.41  C32 1.088
54 H 1.78 -5.81 1.89  C33 1.092
55 H 1.00 -6.50 -0.39  C34 1.090
56 H 0.59 -4.75 -2.14  C35 1.093
57 H 0.89 -2.36 -1.58  C36 1.085
58 H -0.20 -2.25 3.48  C41 1.087
59 H -0.39 -2.06 5.93  C42 1.092
60 H -1.95 -0.38 6.93  C43 1.089
61 H -3.16 1.22 5.44  C44 1.092
62 H -2.91 1.05 2.97  C45 1.089
63 H 2.37 1.54 0.99  C48 1.087
64 H 2.36 3.59 2.37  C49 1.094

Here are the Mulliken charges for atoms 1 to 4, given in e: number 1, F, carries -0.33; number 2, C, carries -0.05; number 3, C, carries -0.75; number 4, C, carries 0.32